An isolated ion of composition C7H13N2 and charge +1, computed with the ωB97M-V functional and the def2-TZVPD basis.

Structure (XYZ):
```
22
Properties=species:S:1:pos:R:3:forces:R:3
C -1.2068 2.3887 2.1258 1.870 -0.797 1.066
N -1.1301 1.1575 1.8493 -1.782 2.642 0.243
C -0.6549 -0.0280 2.1685 -0.143 -2.257 0.691
C 0.0964 -0.7562 1.3649 1.388 2.962 -0.622
N 0.9002 -0.1825 0.2208 -1.885 -1.007 0.041
C 1.4525 1.2010 0.3229 1.211 0.393 0.203
C 0.0278 -0.4128 -1.0153 1.067 -0.172 -0.796
C 0.1046 -1.5508 -1.7266 -0.029 2.096 1.892
C -0.6937 -1.7268 -2.9448 1.571 -1.503 -2.192
H -0.5752 2.9849 2.8451 -0.409 -1.012 -0.254
H -1.8278 3.0029 1.5404 -1.100 0.572 -0.755
H -1.0517 -0.7223 2.9566 -0.234 1.506 -0.311
H 0.2759 -1.7422 1.5004 0.611 -2.764 0.445
H 1.7254 -0.7931 0.2853 -0.400 0.139 -1.028
H 1.5796 1.5914 -0.6983 0.080 -0.219 0.457
H 0.8823 1.9179 0.9174 -0.130 -0.665 -0.339
H 2.4357 1.0786 0.8260 -0.545 0.322 -0.461
H -0.5827 0.4590 -1.3310 0.598 -0.610 0.641
H 0.7252 -2.3412 -1.3146 -0.001 -0.198 -0.370
H -1.5124 -2.4117 -2.7355 -0.338 0.207 -0.226
H 0.0007 -2.3153 -3.6709 -1.295 0.946 0.947
H -0.9710 -0.7988 -3.4862 -0.104 -0.583 0.727
```
Forces are in eV/Å.

The calculation puts the frontier orbital gap at 9.101 eV. The net charge is +1. The molar mass is 125.195 g/mol. As for the SMILES: C=N/C=C\[N@H+](C)/C=C/C. For the LUMO energy, the calculation gives -0.123 Ha.